Entry 1:
Molecular formula: C7H9NOS
Method: DFT, ωB97M-V/def2-TZVPD

Geometry as XYZ:
```
19
Properties=species:S:1:pos:R:3:forces:R:3
S 2.17369 -1.67456 0.08819 -0.525 -0.884 -3.536
C -0.85969 -1.45864 0.03763 0.268 0.274 0.461
C -2.18825 -1.31462 -0.30668 0.022 -2.443 1.586
H 3.24766 0.55434 -0.86978 -0.256 -0.246 -0.298
O 2.01143 0.91864 0.70162 -1.338 -1.717 1.181
N 1.25046 -0.50934 0.67162 0.266 4.587 1.105
C -0.75128 0.93117 0.36593 1.035 1.730 0.442
H 2.78524 -1.88200 1.15065 1.690 -0.858 2.849
H -0.22969 1.91258 0.57256 -0.253 -1.650 -0.144
C -0.11648 -0.31331 0.38727 0.051 -0.649 -1.067
C -2.80432 -0.09853 -0.21725 -1.874 0.092 -0.578
C 2.47925 1.27877 -0.55657 0.829 -1.309 -0.604
H -3.87853 -0.09449 -0.37343 0.060 0.337 -0.052
H 3.12306 2.17409 -0.49375 -1.152 0.184 0.132
H 1.63675 1.21823 -1.25709 0.405 0.842 -0.321
C -2.10386 1.03650 0.09245 -0.191 1.613 -0.145
H -2.57310 2.08260 0.09589 0.608 -1.848 0.063
H -0.45509 -2.46367 0.18400 0.072 0.483 -0.318
H -2.74726 -2.29776 -0.27326 0.284 1.463 -0.757
```
Positions in Å, forces in eV/Å.

- 2S+1: 1
- Structure (SMILES): CON(S)c1ccccc1
- Strongest force on any atom: 4.726 eV/Å
- Energy relative to the best compared isomer or geometry (same formula, charge and spin): 268.4 kJ/mol

These are the Mulliken partial charges, in e, on atoms 1 to 8: S -0.13; C -0.47; C -0.59; H 0.28; O -0.37; N -0.05; C 0.16; H 0.13


Entry 2:
Molecular formula: C15H22N2O3S
Method: DFT, ωB97M-V/def2-TZVPD

Geometry as XYZ:
```
43
Properties=species:S:1:pos:R:3:forces:R:3
H -4.51534 -1.02344 0.75713 -0.035 -0.044 0.071
C 3.01548 0.40057 -0.98981 -0.170 -0.057 -0.120
H 6.43416 2.26212 1.20313 0.049 0.061 0.054
N -1.96362 -0.72715 -0.12844 -0.269 0.032 -0.218
O 2.44033 -3.32611 -0.63405 0.072 -0.080 0.283
H 4.24762 -2.01863 1.00356 0.104 -0.103 0.143
H 6.03409 -0.30488 1.29339 0.079 -0.042 0.077
H 3.93063 2.29760 -1.35772 -0.006 0.086 -0.045
C 4.19914 -1.06494 0.50388 0.182 -0.039 0.072
H 0.53698 -0.08027 0.62741 -0.189 0.158 0.183
H -4.34301 1.06556 -1.45867 0.042 -0.015 -0.028
H -0.04705 -0.71095 2.19520 0.008 0.056 -0.138
H 5.88496 3.09215 -0.26097 0.027 0.081 -0.005
O -1.28049 -2.74821 0.58137 0.052 -0.274 0.115
C -4.41091 0.79132 -0.39958 -0.150 -0.046 0.423
C 6.18428 2.13258 0.15201 0.024 -0.029 -0.018
H -3.25267 1.10285 1.38757 -0.001 0.018 0.087
H 2.16449 0.56447 -1.63274 -0.080 0.079 -0.086
C 5.18515 -0.10832 0.65511 -0.143 -0.095 -0.061
H -2.99747 -1.06563 -1.89881 0.012 -0.013 0.003
H -5.24002 -1.15740 -0.84908 -0.070 -0.040 0.010
C -3.17774 1.33540 0.32304 0.080 -0.035 -0.405
C 0.15767 -0.95707 1.14841 -0.237 0.074 -0.057
C 5.09959 1.11298 -0.01049 -0.110 0.028 -0.053
S 1.84133 -2.03791 -0.47019 0.265 0.155 0.355
C 4.00643 1.35597 -0.83365 0.089 -0.058 0.084
C -1.89676 0.70969 -0.23684 0.042 0.342 0.254
H -1.79101 0.97582 -1.29634 0.066 0.042 0.055
H 7.08478 1.80188 -0.36483 0.089 0.044 -0.018
O 0.88020 -1.58065 -1.43848 0.113 0.208 0.090
C -4.40481 -0.73393 -0.28981 0.201 0.176 -0.356
C -3.09575 -1.29986 -0.83268 -0.310 -0.415 0.159
H 0.81161 -2.86843 1.32202 0.008 -0.186 -0.109
C 3.12116 -0.80062 -0.31921 -0.478 -0.250 -0.150
H -3.12366 2.42004 0.21506 -0.001 0.064 0.037
H -5.78977 1.12835 1.23045 -0.031 -0.026 0.146
H -6.56134 0.99787 -0.34983 -0.146 -0.018 -0.022
N 1.20167 -1.95767 1.09211 0.545 -0.239 -0.647
H -3.05031 -2.38144 -0.70209 0.008 0.156 -0.110
C -5.69254 1.38401 0.17760 0.237 -0.055 -0.225
H -1.03675 1.09928 0.30393 0.011 -0.036 -0.083
C -1.10211 -1.54482 0.49536 0.083 0.200 0.226
H -5.68863 2.46780 0.08654 -0.059 0.136 0.025
```
Positions in Å, forces in eV/Å.

- 2S+1: 1
- Structure (SMILES): Cc1ccc(S(=O)(=O)NCC(=O)N2CCC(C)CC2)cc1
- Strongest force on any atom: 0.879 eV/Å
- Energy relative to the best compared isomer or geometry (same formula, charge and spin): 104.6 kJ/mol

These are the Mulliken partial charges, in e, on atoms 1 to 8: H 0.28; C -0.26; H 0.36; N 0.20; O -0.77; H 0.39; H 0.39; H 0.33


Calculated values (eV) of Kohn-Sham gap for the records, taken in order: 8.9; 9.9.
Calculated values (eV) of E for the records, taken in order: -21774.05925; -35870.49947.